The following is a quantum chemistry calculation of a molecular structure, C44H41CdN3O2P2Te, from OMol25.

XYZ file:
```
94
Properties=species:S:1:pos:R:3:mulliken_charge:R:1
Cd 2.0408 -2.0483 -1.8395 1.4590
C 0.1239 -4.9225 1.2736 -1.1749
C 0.8939 -4.8139 2.4166 -0.7134
C 1.9542 -3.9270 2.4255 -0.6441
C 2.2024 -3.1511 1.2994 0.1843
N 1.4480 -3.2511 0.2002 0.9093
C 0.4446 -4.1278 0.1886 -0.2732
C 3.3509 -2.2006 1.2581 0.6117
C 4.0434 -1.8336 2.4060 -0.5713
C 5.1528 -1.0163 2.2847 -0.6061
C 5.5302 -0.5746 1.0289 -0.7902
C 4.7517 -0.9388 -0.0562 -0.3495
N 3.6922 -1.7360 0.0561 -0.1616
H -0.7053 -5.6125 1.2094 0.4673
H 0.6836 -5.4215 3.2867 0.4490
H 2.5922 -3.8525 3.2931 0.3928
H -0.1118 -4.1959 -0.7373 0.5556
H 3.7122 -2.1602 3.3803 0.2703
H 5.7061 -0.7184 3.1658 0.4503
H 6.3931 0.0606 0.8857 0.4530
H 4.9626 -0.5763 -1.0568 0.4057
O 2.4960 -4.2685 -2.6527 -0.4361
N 1.3483 -4.4761 -3.0681 0.2299
O 0.5416 -3.5345 -2.8396 -0.4433
C 0.4113 5.2437 -3.9276 -1.6556
C 1.0916 3.9048 -3.8269 0.4975
C 2.0321 3.6456 -2.8420 -1.0845
C 2.6775 2.4135 -2.7474 1.0981
C 3.6974 2.2163 -1.6596 -1.2035
C 2.3599 1.4018 -3.6596 -0.2172
Te 3.3828 -0.4609 -3.5971 -0.2109
C 1.4151 1.6445 -4.6666 1.1667
C 1.0402 0.5964 -5.6778 -1.9175
C 0.7988 2.8902 -4.7299 -0.5289
H 0.6692 5.8817 -3.0827 0.3664
H -0.6746 5.1341 -3.9503 0.3423
H 0.7034 5.7640 -4.8418 0.3924
H 2.2805 4.4244 -2.1278 0.2282
H 3.7706 3.1066 -1.0337 0.3650
H 4.6817 1.9971 -2.0777 0.4912
H 3.4363 1.3618 -1.0314 -0.1448
H 0.6865 -0.3143 -5.1899 0.3423
H 1.9017 0.3014 -6.2783 0.4841
H 0.2607 0.9674 -6.3444 0.3734
H 0.0680 3.0719 -5.5124 0.3226
C -1.7820 0.2694 2.5051 -1.1794
P -0.4464 -0.7596 1.7231 0.1828
C 1.0162 0.1634 2.3507 0.5566
C 1.9617 0.7973 1.5485 0.1962
C 3.0400 1.4659 2.1148 -0.5213
C 3.2016 1.4980 3.4909 -0.7692
C 2.2886 0.8356 4.3011 -0.9805
C 1.2139 0.1699 3.7339 -0.9051
C -0.5783 -0.2170 -0.0231 1.5721
C -0.5227 1.1159 -0.4379 -0.3349
C -0.7252 1.4483 -1.7657 -1.2462
C -0.9933 0.4553 -2.7016 -0.5039
C -1.0608 -0.8704 -2.3089 -0.6991
C -0.8596 -1.1988 -0.9711 -1.1942
P -3.3094 -0.7433 2.7491 -0.2416
C -4.5378 0.5728 3.1021 0.6854
C -5.8702 0.4036 2.7247 -0.4759
C -6.8302 1.3427 3.0672 -0.6495
C -6.4779 2.4678 3.8002 -0.4383
C -5.1589 2.6432 4.1892 -0.6174
C -4.1981 1.7020 3.8452 -0.3020
C -3.7307 -1.1365 1.0090 0.3949
C -3.7622 -2.4732 0.6267 -0.4812
C -4.0536 -2.8285 -0.6865 -0.6685
C -4.3200 -1.8444 -1.6236 -0.5035
C -4.2910 -0.5038 -1.2521 -0.7048
C -3.9971 -0.1538 0.0534 0.0370
H -1.9679 1.1830 1.9348 0.6572
H -1.4196 0.5573 3.4940 0.7109
H 1.8565 0.7851 0.4710 0.1973
H 3.7523 1.9659 1.4705 0.4293
H 4.0361 2.0293 3.9308 0.4648
H 2.4111 0.8409 5.3771 0.4034
H 0.5132 -0.3504 4.3798 0.5387
H -0.3184 1.8999 0.2829 0.4631
H -0.6572 2.4808 -2.0836 0.4485
H -1.1506 0.7258 -3.7366 0.6188
H -1.2756 -1.6530 -3.0246 0.5324
H -1.0010 -2.2202 -0.6508 0.2222
H -6.1594 -0.4662 2.1464 0.3807
H -7.8572 1.1954 2.7581 0.3808
H -7.2270 3.2025 4.0652 0.3704
H -4.8726 3.5167 4.7612 0.3851
H -3.1742 1.8610 4.1606 0.2841
H -3.5565 -3.2402 1.3647 0.4016
H -4.0757 -3.8724 -0.9730 0.4372
H -4.5455 -2.1173 -2.6467 0.4190
H -4.4876 0.2670 -1.9865 0.4243
H -3.9780 0.8925 0.3375 0.4401
```

**E_tot**: -3134.49984 Ha
**ΔE to the lowest compared entry with this formula, charge and spin**: 26.5 kJ/mol
**Orbital gap**: 6.8 eV
**HOMO level**: -7.20 eV